Entry from the OMol25 dataset: 2 unconnected molecules or ions with the total composition C2H7NO at a distorted geometry (ωB97M-V/def2-TZVPD).

Geometry as XYZ:
```
11
Properties=species:S:1:pos:R:3:forces:R:3:nbo_charge:R:1
C 1.3858 -1.8531 0.9663 -0.0571 0.0455 -0.5920 -0.854
H 1.6108 -2.8737 1.2444 0.3783 -0.0724 0.3635 0.209
H 1.2818 -1.8578 -0.1172 -0.4533 0.1156 0.0020 0.229
H 2.1869 -1.1427 1.1567 0.0952 -0.2045 0.4415 0.209
H 0.4648 -1.5541 1.4652 0.0385 0.1128 -0.1927 0.207
C -0.6338 1.0972 -0.6124 -1.2074 1.7123 -1.1642 0.530
N -1.6408 1.9775 -0.9762 0.0196 0.5040 1.1914 -0.837
O -0.3010 0.1806 -1.3026 0.3912 -0.8906 -0.0373 -0.580
H -0.1269 1.4646 0.2780 0.2299 -0.3071 0.5471 0.108
H -1.9859 2.6880 -0.3384 0.5005 -0.3599 0.0159 0.384
H -2.2417 1.8734 -1.7638 0.0645 -0.6557 -0.5752 0.395
```
Forces are in eV/Å.

* HOMO-LUMO gap: 11.22 eV
* net charge: 0
* spin multiplicity: 1
* energy above the lowest of the compared OMol25 structures with the same formula, charge and spin: 11.16 kJ/mol